No. 1
DFT (ωB97M-V/def2-TZVPD) results for the molecule C26H25N5O4 at a distorted geometry.

Multiplicity = 1
Relative energy (zero: lowest compared OMol25 entry of this formula, charge and spin) = 4.130 eV

The geometry in XYZ format:
```
60
Properties=species:S:1:pos:R:3:forces:R:3
C -5.297 2.842 -0.824 -0.109 0.344 -0.074
C -4.568 1.561 -1.099 0.676 0.177 0.133
O -3.147 1.763 -0.684 -0.494 -0.543 -0.150
C -2.425 0.668 -0.853 0.316 -0.694 0.474
N -1.018 0.831 -0.353 -3.911 3.013 -3.285
N -0.331 1.279 -1.585 0.989 0.459 0.665
C 0.836 1.847 -1.104 0.636 -0.505 0.122
O 2.002 1.503 -1.372 -1.866 0.944 -0.248
O 0.603 2.835 -0.179 0.873 0.233 -0.192
C 1.795 3.590 0.098 0.073 -0.135 0.172
C 1.549 4.496 1.270 0.027 0.149 0.401
O -2.841 -0.360 -1.349 0.480 0.891 0.867
H -6.354 2.693 -1.060 0.066 0.044 0.014
H -5.225 3.169 0.218 0.065 -0.172 -0.124
H -4.913 3.637 -1.466 -0.046 0.011 0.098
H -4.984 0.722 -0.532 0.277 0.094 -0.114
H -4.578 1.320 -2.167 0.075 -0.055 0.270
H 2.609 2.895 0.325 -0.056 0.202 -0.181
H 2.070 4.172 -0.794 -0.092 -0.244 0.121
H 2.355 5.230 1.317 -0.036 0.070 0.026
H 0.598 5.026 1.198 0.055 -0.029 -0.061
H 1.576 3.938 2.210 -0.170 0.026 -0.066
C -2.299 0.622 4.846 0.178 0.093 -0.058
C -2.612 1.287 3.645 0.544 -0.349 0.195
C -1.881 0.995 2.487 -0.186 -0.096 0.417
C -0.859 0.052 2.572 -0.869 0.259 0.588
N -0.338 -0.534 1.413 1.540 -0.625 -0.866
C -0.413 -0.218 0.104 1.579 -2.440 1.302
N 0.439 -1.043 -0.566 0.480 -0.802 1.658
C 0.735 -1.058 -1.960 0.196 -0.611 -0.999
C -0.321 -1.007 -2.857 0.030 -0.347 -0.652
C -0.071 -0.888 -4.227 0.074 -0.043 0.661
C 1.249 -0.900 -4.687 -0.012 -0.107 0.037
C 2.303 -1.065 -3.782 -0.171 0.037 0.331
C 2.050 -1.113 -2.400 0.112 -0.023 -0.307
C 1.037 -1.841 0.419 -1.072 1.190 0.579
C 2.063 -2.853 0.225 0.855 -1.301 0.297
C 3.128 -2.864 1.157 -0.416 0.134 -0.604
C 4.114 -3.840 1.081 -0.067 -0.231 -0.253
C 4.028 -4.847 0.107 -0.141 0.209 0.159
C 2.945 -4.878 -0.783 0.219 0.112 0.156
C 1.965 -3.890 -0.733 0.094 0.568 0.423
N 0.577 -1.527 1.618 0.473 -0.758 -1.849
C -0.421 -0.480 3.785 -0.504 -0.008 0.640
C -1.179 -0.228 4.934 -0.157 0.486 -0.571
H -2.913 0.780 5.737 0.201 0.033 -0.324
H -3.425 2.016 3.596 0.253 -0.313 0.084
H -2.078 1.454 1.521 -0.209 -0.027 0.440
H -1.335 -1.045 -2.475 0.309 0.081 -0.213
H -0.926 -0.743 -4.890 0.390 -0.155 0.050
H 1.441 -0.792 -5.760 0.035 -0.084 0.450
H 3.337 -1.131 -4.129 -0.387 0.124 0.076
H 2.873 -1.161 -1.679 -0.329 0.098 -0.386
H 3.170 -2.073 1.907 0.031 -0.266 -0.218
H 4.952 -3.811 1.781 -0.267 -0.084 -0.247
H 4.805 -5.613 0.056 -0.288 0.247 -0.022
H 2.872 -5.675 -1.526 0.019 0.271 0.255
H 1.128 -3.907 -1.431 0.218 0.021 0.166
H 0.449 -1.133 3.797 -0.433 0.153 0.110
H -0.901 -0.703 5.881 -0.150 0.270 -0.374
```
Forces are in eV/Å.

=====

No. 2
DFT (ωB97M-V/def2-TZVPD) results for a cluster of 2 separate species, C5H10BrCl3O3P in total at a distorted geometry.

Multiplicity = 1
Total charge = -1

The geometry in XYZ format:
```
23
Properties=species:S:1:pos:R:3:forces:R:3
O -2.913 1.231 -2.862 -1.598 -9.439 0.206
C -3.105 -0.103 -2.797 2.358 6.982 1.155
Br -4.443 -0.996 -4.031 1.014 0.662 0.907
C -2.329 -1.102 -1.742 -0.275 -0.830 0.094
C -1.411 -0.336 -0.621 0.169 0.834 -0.544
C -0.127 0.574 -1.082 -0.590 2.197 0.144
O 0.456 1.017 0.225 -1.098 -2.390 -2.594
P -0.017 -0.157 1.471 1.248 0.282 3.529
O -0.876 -1.238 0.411 -1.522 2.060 -3.013
H -1.745 -1.937 -2.357 -1.210 1.930 1.120
H -3.170 -1.695 -1.138 1.663 1.327 -1.413
H -2.136 0.466 -0.171 1.221 -1.538 -0.499
H 0.630 0.133 -1.883 -1.345 0.338 1.949
H -0.480 1.619 -1.536 0.401 -2.424 0.550
H 0.686 0.714 2.397 -0.102 -0.032 0.081
H -1.188 0.643 1.814 -0.337 -0.228 -0.853
H -0.403 -1.069 2.538 0.014 0.075 0.291
H 1.242 -0.913 1.441 -0.708 0.007 -1.041
C 4.318 0.541 2.039 -0.394 -0.324 -0.110
Cl 3.192 1.299 3.177 0.408 -0.136 -0.123
Cl 3.448 -0.101 0.636 0.673 0.270 0.296
Cl 5.557 1.700 1.525 0.155 0.039 0.043
H 4.814 -0.290 2.547 -0.144 0.339 -0.173
```
Forces are in eV/Å.

=====

No. 3
DFT (ωB97M-V/def2-TZVPD) results for a structure of composition C14H19N4OSTl.

Multiplicity = 1
Relative energy (zero: lowest compared OMol25 entry of this formula, charge and spin) = 0.003 eV

The geometry in XYZ format:
```
40
Properties=species:S:1:pos:R:3:forces:R:3
Tl -0.217 0.177 -0.089 0.018 0.027 -0.066
N 1.254 -2.105 0.778 0.015 -0.023 0.021
C 0.684 -3.260 0.256 -0.005 -0.019 -0.015
C 1.423 -4.305 -0.245 -0.014 0.025 0.013
C 0.801 -5.452 -0.775 0.015 -0.026 -0.015
C -0.557 -5.575 -0.799 0.004 -0.006 -0.001
C -1.356 -4.515 -0.310 0.012 0.037 0.020
C -2.769 -4.552 -0.307 -0.015 0.003 0.009
C -3.476 -3.480 0.151 0.009 -0.026 -0.005
C -2.768 -2.343 0.587 0.001 -0.013 0.009
N -1.462 -2.269 0.606 -0.017 0.031 0.019
C -0.743 -3.345 0.191 -0.010 -0.004 -0.015
H 2.259 -2.166 0.860 -0.006 0.007 0.003
H 0.842 -1.752 1.657 0.009 -0.005 0.000
H 2.505 -4.255 -0.211 0.000 0.013 0.006
H 1.425 -6.252 -1.152 -0.008 -0.006 -0.002
H -1.034 -6.466 -1.187 -0.003 -0.002 -0.002
H -3.273 -5.439 -0.672 0.002 -0.002 -0.003
H -4.557 -3.480 0.172 -0.004 -0.005 -0.003
H -3.310 -1.464 0.923 0.009 0.013 -0.003
C -0.405 1.607 3.093 0.032 0.006 0.001
C -0.025 0.356 2.331 -0.012 -0.012 0.046
O 0.394 -0.602 2.975 -0.008 0.007 -0.028
H -0.317 1.460 4.173 -0.011 0.010 0.005
H -1.419 1.913 2.824 -0.013 -0.021 -0.002
H 0.246 2.421 2.765 0.005 0.001 0.003
C 0.806 2.518 -3.621 -0.005 0.009 -0.023
N 0.600 3.109 -2.317 0.026 -0.051 0.012
C -0.595 3.195 -1.693 -0.053 0.093 -0.019
S -0.695 3.646 -0.078 0.008 -0.043 0.031
N -1.678 2.908 -2.432 0.041 0.023 -0.013
C -3.029 2.963 -1.914 -0.035 -0.022 0.015
H 1.869 2.536 -3.846 0.000 -0.008 0.013
H 0.300 3.092 -4.401 0.003 0.001 -0.002
H 0.465 1.479 -3.653 -0.007 0.003 0.002
H 1.387 3.239 -1.706 0.001 0.018 -0.011
H -1.554 2.634 -3.391 0.002 -0.030 0.011
H -3.119 2.347 -1.020 -0.001 -0.012 -0.013
H -3.701 2.588 -2.683 -0.004 0.006 0.003
H -3.310 3.982 -1.649 0.017 0.003 -0.002
```
Forces are in eV/Å.

=====

No. 4
DFT (ωB97M-V/def2-TZVPD) results for the molecule C3H5NO2.

Multiplicity = 1
SMILES = [H]/N=C/OC(C)=O
Relative energy (zero: lowest compared OMol25 entry of this formula, charge and spin) = 0.673 eV

The geometry in XYZ format:
```
11
Properties=species:S:1:pos:R:3:forces:R:3
H -0.264 -2.082 -2.826 0.054 0.017 0.053
N 0.332 -1.781 -2.057 -0.250 0.269 0.176
C -0.281 -0.929 -1.365 0.042 -0.193 -0.233
O 0.371 -0.399 -0.278 0.049 -0.050 -0.002
C -0.317 0.486 0.506 -0.375 0.264 0.038
C 0.561 1.000 1.610 -0.002 0.019 0.065
O -1.457 0.810 0.301 0.488 -0.166 0.103
H -1.286 -0.530 -1.500 0.103 -0.081 -0.027
H 1.248 0.227 1.960 -0.104 0.092 -0.070
H 1.156 1.834 1.222 -0.078 -0.127 0.027
H -0.063 1.366 2.426 0.073 -0.044 -0.130
```
Forces are in eV/Å.

=====

No. 5
DFT (ωB97M-V/def2-TZVPD) results for a structure of composition C38H45AlNO8PSSi.

Multiplicity = 1
Relative energy (zero: lowest compared OMol25 entry of this formula, charge and spin) = 0.767 eV

The geometry in XYZ format:
```
96
Properties=species:S:1:pos:R:3:forces:R:3
Al -0.809 -0.271 0.456 -0.517 -0.308 -0.057
C -2.850 2.618 2.872 -0.026 -0.068 -0.110
C -2.832 1.216 2.280 -0.034 0.142 0.163
C -4.152 0.900 1.604 0.035 -0.069 0.031
C -2.486 0.208 3.354 0.084 -0.042 -0.102
O -1.743 1.158 1.250 -0.662 0.536 0.507
Si -1.350 2.413 0.176 0.405 0.445 -0.350
S -0.039 1.266 -0.969 -0.033 0.028 -0.151
O -2.749 2.886 -0.481 -0.081 -0.139 0.120
C -3.069 4.040 -1.282 0.001 -0.032 -0.092
C -4.325 3.661 -2.054 0.090 0.050 0.043
C -3.336 5.215 -0.354 -0.022 -0.048 -0.018
C -1.919 4.338 -2.235 -0.079 0.085 0.041
O -0.698 3.739 0.852 -0.176 -0.287 0.152
C 0.572 4.016 1.480 0.022 0.111 0.013
C 1.552 4.403 0.384 0.045 -0.042 0.035
C 0.306 5.192 2.411 0.031 -0.055 -0.090
C 1.085 2.821 2.268 0.002 0.148 0.006
H -3.626 2.661 3.635 -0.024 -0.022 0.013
H -3.073 3.368 2.118 -0.043 0.091 -0.056
H -1.898 2.861 3.335 0.131 0.019 0.069
H -4.938 0.923 2.359 -0.046 0.011 0.026
H -4.132 -0.090 1.161 0.024 -0.126 -0.041
H -4.374 1.633 0.836 -0.035 0.071 -0.077
H -3.240 0.265 4.137 -0.054 0.013 0.066
H -1.511 0.426 3.783 0.051 0.011 0.062
H -2.494 -0.806 2.961 0.011 -0.105 -0.051
H -5.118 3.381 -1.364 -0.055 -0.005 0.050
H -4.122 2.815 -2.707 0.017 -0.076 -0.059
H -4.667 4.500 -2.659 -0.020 0.039 -0.033
H -4.160 4.978 0.319 -0.051 0.003 0.035
H -3.605 6.097 -0.934 -0.026 0.064 -0.028
H -2.453 5.437 0.238 0.075 0.035 0.048
H -1.687 3.460 -2.832 0.013 -0.090 -0.082
H -1.025 4.633 -1.685 0.038 0.022 0.028
H -2.195 5.154 -2.903 0.025 0.026 -0.030
H 1.157 5.237 -0.195 -0.020 0.064 -0.029
H 1.734 3.561 -0.284 0.007 -0.032 -0.011
H 2.502 4.702 0.827 0.060 0.021 -0.014
H -0.075 6.040 1.845 -0.024 0.067 -0.038
H 1.222 5.492 2.917 0.053 0.015 0.024
H -0.434 4.920 3.162 -0.047 -0.028 0.060
H 1.265 1.964 1.627 0.035 -0.107 -0.116
H 0.385 2.529 3.049 -0.071 -0.030 0.058
H 2.030 3.090 2.740 0.030 -0.020 0.037
O 0.370 -0.303 2.245 0.136 -0.396 0.330
C 0.355 -1.363 1.568 0.566 0.692 -0.240
C 1.406 -2.389 1.742 -0.456 -0.103 -0.035
C 1.619 -3.034 2.952 0.045 -0.064 0.081
C 2.569 -4.039 3.029 -0.066 0.030 0.097
C 3.305 -4.382 1.905 0.040 -0.013 -0.058
C 3.115 -3.712 0.705 0.011 -0.022 -0.035
C 2.159 -2.709 0.606 -0.055 0.110 -0.032
P 1.842 -1.630 -0.844 0.382 -0.334 -0.191
C 2.759 -2.475 -2.183 -0.026 0.027 0.002
C 2.028 -3.053 -3.215 -0.013 0.002 -0.014
C 2.664 -3.737 -4.241 0.035 -0.009 -0.023
C 4.045 -3.834 -4.250 -0.037 -0.019 -0.029
C 4.788 -3.236 -3.240 0.027 0.007 0.002
C 4.150 -2.558 -2.216 0.039 -0.018 0.002
C 2.996 -0.243 -0.514 -0.137 -0.058 0.042
C 3.325 0.586 -1.585 -0.049 -0.003 -0.108
C 4.110 1.707 -1.396 0.055 0.053 0.101
C 4.572 2.025 -0.123 -0.031 -0.036 -0.049
C 4.246 1.209 0.946 0.047 0.071 0.012
C 3.462 0.079 0.752 0.010 -0.097 0.182
H 1.027 -2.756 3.813 -0.025 0.001 0.062
H 2.732 -4.562 3.962 -0.008 0.007 0.016
H 4.040 -5.172 1.964 0.030 -0.033 -0.006
H 3.709 -3.979 -0.157 0.022 -0.022 -0.029
H 0.953 -2.948 -3.223 -0.088 -0.033 0.033
H 2.081 -4.185 -5.034 -0.022 -0.020 -0.031
H 4.545 -4.363 -5.049 0.020 -0.019 -0.025
H 5.868 -3.298 -3.254 0.041 0.002 0.001
H 4.734 -2.080 -1.439 0.022 0.001 0.019
H 2.958 0.349 -2.577 0.000 0.020 -0.013
H 4.359 2.338 -2.238 0.011 0.032 -0.047
H 5.183 2.904 0.030 0.034 0.045 0.002
H 4.602 1.446 1.940 0.010 0.004 0.024
H 3.223 -0.552 1.601 0.011 0.063 -0.045
O -2.954 -2.536 1.468 -0.084 0.010 0.458
C -2.508 -2.371 0.360 -0.107 0.145 -0.672
O -2.226 -1.175 -0.150 0.442 -0.777 0.101
C -2.274 -3.570 -0.535 0.081 0.177 -0.072
C -2.736 -4.811 -0.104 0.021 0.139 0.086
C -2.507 -5.944 -0.861 -0.063 -0.127 0.077
C -1.805 -5.813 -2.042 0.075 -0.034 -0.064
C -1.334 -4.599 -2.499 0.002 0.146 0.033
C -1.579 -3.465 -1.737 -0.112 -0.015 0.094
N -1.544 -7.022 -2.853 -0.179 0.199 0.124
O -1.965 -8.077 -2.429 0.051 -0.121 -0.039
O -0.942 -6.877 -3.894 0.107 -0.084 -0.113
H -3.266 -4.869 0.836 -0.001 0.003 -0.008
H -2.854 -6.918 -0.551 -0.003 0.014 0.010
H -0.789 -4.562 -3.428 0.007 0.038 -0.055
H -1.241 -2.492 -2.066 0.045 0.032 -0.010
```
Forces are in eV/Å.

=====

No. 6
DFT (ωB97M-V/def2-TZVPD) results for the molecule C5H10N2O at a distorted geometry.

Multiplicity = 1
SMILES = C/N=C(\C)N(C)C=O
Relative energy (zero: lowest compared OMol25 entry of this formula, charge and spin) = 1.353 eV

The geometry in XYZ format:
```
18
Properties=species:S:1:pos:R:3:forces:R:3
C -1.127 -1.325 -1.912 -0.164 -0.388 0.348
N -0.081 -0.738 -1.133 -0.974 -0.158 0.243
C -0.247 -0.127 -0.023 -0.239 -0.612 -1.027
C -1.381 -0.197 0.956 -0.160 0.201 -0.372
N 0.822 0.692 0.275 1.030 -0.843 -0.412
C 1.104 1.166 1.611 0.436 0.019 0.051
C 1.879 0.516 -0.679 0.716 2.808 0.240
O 3.033 0.733 -0.391 -0.175 -0.610 0.291
H -1.982 -1.680 -1.327 -0.102 -0.122 -0.104
H -1.494 -0.596 -2.640 -0.004 -0.015 -0.013
H -0.694 -2.156 -2.470 -0.231 -0.063 -0.014
H -2.168 -0.845 0.580 -0.002 0.024 0.033
H -1.037 -0.587 1.913 0.062 -0.013 0.000
H -1.790 0.798 1.126 -0.080 0.036 0.078
H 0.941 0.409 2.379 -0.014 -0.070 -0.070
H 2.165 1.423 1.626 -0.168 0.151 0.090
H 0.489 2.038 1.841 0.106 0.014 0.026
H 1.568 0.477 -1.732 -0.037 -0.359 0.612
```
Forces are in eV/Å.

=====

Number 1: HOMO energy -7.04 eV. Number 2: HOMO energy -3.63 eV. Number 3: HOMO energy -6.26 eV. Number 4: HOMO energy -10.59 eV. Number 5: HOMO energy -8.21 eV. Number 6: HOMO energy -8.79 eV.